DFT (wB97M-V/def2-TZVPD) results for one molecule with the formula C16H25N5O4.

Properties
- relative energy (zero: lowest compared OMol25 entry of this formula, charge and spin) (eV) = 0.494
- calculated total energy (eV) = -32640.1099
- gap between HOMO and LUMO (eV) = 8.24
- max |F| (eV Å⁻¹) = 1.32

Structure (ORCA input):
```
! wB97M-V def2-TZVPD RIJCOSX def2/J DEFGRID3
* xyz 0 1
N 2.7405 2.8883 0.1523
C -2.4244 -0.0996 1.1062
H -4.3132 0.0097 -2.2462
O -1.6361 -2.3412 0.6972
C 4.1539 3.0295 0.4181
H 2.2689 -4.1841 1.1592
H -5.6179 1.1280 -1.8281
O -1.2702 2.5158 -0.5828
C -5.0081 0.3062 -1.4653
H -2.7805 -0.3363 2.1190
H -2.5059 -2.3431 0.2741
H -5.8181 0.2930 1.1859
H -5.8331 1.9529 0.5706
O -3.4304 -0.3734 0.1552
H 2.0988 -5.0129 -0.3955
C -1.2302 -0.9960 0.7567
C -4.2412 0.7360 -0.2198
H 3.9334 -3.7180 -1.3520
H 4.4129 2.4811 1.3234
C 0.8475 1.4553 -0.2791
H 4.7281 2.6243 -0.4150
C 1.4579 -2.9257 -0.3955
N 2.2765 -1.7481 -0.1840
C -0.0654 2.5347 -0.3784
H -2.1211 0.9513 1.0661
H -4.6407 1.4725 1.7787
H 4.3630 4.0903 0.5415
H 4.5376 -4.0775 0.2722
H -5.6501 -0.5395 -1.2312
H -0.5028 -1.4087 -1.2489
O 2.3520 5.1302 0.2006
H -0.4755 -0.9330 1.5502
C 3.7521 -3.5744 -0.2864
H 4.3133 -1.4654 -0.5867
H -1.2409 0.1922 -1.0651
C -0.5935 -0.5459 -0.5876
H -3.5849 1.5849 -0.4626
N 0.6905 0.0738 -0.4031
H 0.0224 4.5802 -0.2493
C -5.1952 1.1396 0.9046
H 1.2326 -3.0446 -1.4640
N 2.8542 0.4815 0.0450
C 2.1955 1.6520 -0.0165
H 3.9344 -1.8895 1.0864
C 3.6733 -2.0875 0.0412
C 1.9341 4.0012 0.0638
N 0.6012 3.7502 -0.1897
C 2.3546 -4.0683 0.0787
C 1.9264 -0.4566 -0.1791
H 0.5238 -2.8851 0.1651
*
```


DFT (wB97M-V/def2-TZVPD) results for an isolated ion of composition C14H27N4O3 and charge +1.

Properties
- relative energy (zero: lowest compared OMol25 entry of this formula, charge and spin) (eV) = 3.330
- calculated total energy (eV) = -27051.8137
- gap between HOMO and LUMO (eV) = 8.85
- max |F| (eV Å⁻¹) = 6.03

Structure (ORCA input):
```
! wB97M-V def2-TZVPD RIJCOSX def2/J DEFGRID3
* xyz 1 1
N -2.0191 1.8750 -1.2463
H -1.3896 1.3898 2.5267
H 1.8079 3.2017 1.5391
O 0.0626 0.3323 -3.1066
H 2.3394 -1.6526 -4.0436
C -3.4996 2.3072 -1.1704
H 2.4197 -4.0614 -3.2912
H -0.8827 3.3780 3.6997
C 1.8799 -3.6421 -1.4387
H 0.1956 3.2505 1.6303
H 2.6662 -1.2508 -2.5149
C -0.3949 -3.2426 -0.5422
H -1.2437 -1.5167 0.0593
C 2.0863 -1.9321 -3.0507
C 0.3091 1.2908 -0.3353
H 0.8388 0.5637 1.6376
C -1.6401 -2.4042 -0.4440
O -0.2846 -4.1033 0.3546
C 0.3176 -0.5190 -2.1198
H 2.4507 -3.6650 -0.4986
H -4.1138 1.5402 -0.9508
H 0.1820 -2.4056 -3.4349
C -1.2491 1.5547 -0.1846
H 0.7582 2.0582 -0.9613
N -1.4197 1.4161 3.5829
N 0.6010 -0.1164 -0.8352
H -3.9308 2.6638 -2.1095
H 1.4506 1.4100 3.6512
C 1.0826 1.3989 0.9828
H 2.0998 1.2039 0.7243
H -2.0759 -2.2187 -1.4099
O -1.7561 1.4777 0.9121
H -1.2676 0.4208 3.8260
C -0.3995 2.4765 4.0202
C 1.0132 2.6623 1.8674
H -2.3996 -2.8776 0.1566
H 1.7368 3.1382 3.8495
C 0.6474 -1.9708 -2.5204
H -3.5915 3.1722 -0.5592
H -0.3536 2.3894 5.1240
H 1.7971 -4.7586 -1.5342
H 3.8009 -3.2834 -2.5315
C 1.0632 2.3542 3.3976
H 0.9936 -0.8237 -0.1368
H -1.6166 1.9496 -2.1779
N 0.5948 -2.8869 -1.4476
C 2.7170 -3.2559 -2.7096
H -2.3839 1.7118 3.7637
*
```


DFT (wB97M-V/def2-TZVPD) results for one molecule with the formula C2H4Cl2N2O.

Properties
- relative energy (zero: lowest compared OMol25 entry of this formula, charge and spin) (eV) = 3.109
- calculated total energy (eV) = -32208.1734
- gap between HOMO and LUMO (eV) = 9.92
- max |F| (eV Å⁻¹) = 6.22

Structure (ORCA input):
```
! wB97M-V def2-TZVPD RIJCOSX def2/J DEFGRID3
* xyz 0 1
C 0.6044 -0.4088 0.1407
H 0.0596 2.4224 -0.1255
H 2.1275 0.7176 -0.6403
C -0.9853 -0.5112 0.1865
Cl -1.6481 0.6805 1.2884
Cl -2.0341 -0.3526 -1.2801
H -1.3708 -1.4203 0.5922
H 0.4144 -2.1266 0.7653
N 1.1419 0.7519 -0.4183
O 0.4007 1.8483 -0.8648
N 1.2899 -1.6012 0.3559
*
```


DFT (wB97M-V/def2-TZVPD) results for C38H31IN2O4PZr as an isolated structure.

Properties
- relative energy (zero: lowest compared OMol25 entry of this formula, charge and spin) (eV) = 0.000
- calculated total energy (eV) = -69725.1401
- gap between HOMO and LUMO (eV) = 6.40
- max |F| (eV Å⁻¹) = 0.67

Structure (ORCA input):
```
! wB97M-V def2-TZVPD RIJCOSX def2/J DEFGRID3
* xyz 3 1
C 3.1706 5.1317 -2.0222
C 2.8016 -2.3747 3.5368
H 1.6434 5.5258 0.9516
C 3.8698 -4.5520 -0.1289
H -1.5713 0.7477 -6.3235
H -1.6859 -1.1540 -2.0961
H -4.9916 1.4500 -2.8976
C -0.2652 -0.2258 -4.9275
C -4.0502 1.2342 -2.4096
C 4.3265 0.3616 -1.1331
C 0.5738 -3.2386 3.9061
C 2.0831 3.0565 -1.3707
C 1.2567 -2.4122 1.6106
H 0.1564 -3.8792 5.9008
C 0.8442 3.1112 0.8756
C 2.1491 -3.1134 5.7228
H 4.4882 -5.4089 0.0979
C 0.1743 2.3287 -3.8888
C -2.2024 -0.2061 -1.9711
H -0.7781 2.0807 2.4697
P 1.8397 1.3093 -1.8504
H 5.5273 -0.1750 -4.7642
H 2.9896 6.7898 -0.6747
H 3.2277 3.3285 -3.1641
C 5.1897 -0.0306 -3.7477
H 0.5718 3.7577 1.7119
H 1.6257 -1.5565 -1.0253
H 7.0279 -0.6902 -2.8698
C 5.6022 -0.1155 -1.3753
H -1.8150 2.5640 -0.2549
N 0.4267 1.9002 0.8855
H 0.3359 3.3255 -3.4990
C -0.1455 -2.7643 1.0763
C -2.2873 1.8628 -0.9299
O -0.6925 -3.7951 1.2303
C 3.4761 0.6474 -2.2007
H 3.5660 -1.9910 2.8702
H 3.7668 5.6699 -2.7465
H 4.5622 -4.3973 -2.1476
C -3.4827 2.1626 -1.5494
H -3.9670 3.1092 -1.3578
C 1.6415 3.6998 -0.1836
H 1.1236 -0.9186 -3.4576
C 2.2337 -2.9336 0.5847
C 1.9785 5.0399 0.0445
C 0.5936 -0.0526 -3.8558
H 6.2626 -0.3321 -0.5478
H -0.4063 -3.5220 3.5519
C -3.4010 0.0217 -2.6358
C 3.0395 -4.0338 0.8580
H -0.4251 -1.2122 -5.3406
N -1.6519 0.6925 -1.1324
C 3.9103 0.4549 -3.5137
C 6.0312 -0.3160 -2.6822
H -1.1768 3.0021 -5.4094
H 4.0069 0.5140 -0.1041
C 0.8933 -3.4478 5.2390
O -0.4034 1.3912 1.8949
O -0.6375 -1.7740 0.2362
H 1.5553 -0.5346 2.3869
H 3.1322 -2.4347 -2.6705
O 1.3487 -0.8403 1.4857
Zr 0.2144 -0.0651 -0.1177
H 3.0094 -4.4928 1.8358
H 2.3887 -3.2839 6.7627
C 3.1019 -2.8895 -1.6898
C 1.5322 -2.7065 3.0466
C 2.2770 -2.3990 -0.6989
C -0.9077 0.8787 -5.4802
C 3.1039 -2.5685 4.8715
H 3.2676 0.6801 -4.3546
C 0.8247 1.2289 -3.3371
C -0.6871 2.1471 -4.9639
C 2.7383 5.7574 -0.8702
C 2.8506 3.7939 -2.2612
C 3.9095 -3.9862 -1.3911
I -4.1576 -1.4109 -3.9111
H 4.0854 -2.3162 5.2472
*
```


DFT (wB97M-V/def2-TZVPD) results for a 5-piece molecular cluster, H10O5 overall.

Properties
- relative energy (zero: lowest compared OMol25 entry of this formula, charge and spin) (eV) = 2.039
- calculated total energy (eV) = -10398.8104
- gap between HOMO and LUMO (eV) = 11.71
- max |F| (eV Å⁻¹) = 3.17

Structure (ORCA input):
```
! wB97M-V def2-TZVPD RIJCOSX def2/J DEFGRID3
* xyz 0 1
O -0.2106 0.5614 1.7238
H -5.3848 -1.1682 0.3524
O -5.1040 -0.7963 -0.5195
O 4.0913 -2.1975 -0.1353
O -0.0195 -0.8773 -1.0275
H -0.3269 1.2583 2.3082
O 1.5204 3.4065 -0.6817
H 0.3933 -0.0363 -0.9297
H 3.6787 -2.0889 0.7614
H 0.6435 -1.4618 -0.6173
H 1.4770 3.1342 -1.6111
H -4.4006 -0.2687 -0.2575
H 3.2486 -2.3314 -0.5312
H 1.5668 2.4439 -0.3524
H -1.1732 0.4221 1.5175
*
```


DFT (wB97M-V/def2-TZVPD) results for one molecule with the formula C3H6N2O2S.

Properties
- relative energy (zero: lowest compared OMol25 entry of this formula, charge and spin) (eV) = 5.486
- calculated total energy (eV) = -21114.3638
- gap between HOMO and LUMO (eV) = 9.51
- max |F| (eV Å⁻¹) = 4.04

Structure (ORCA input):
```
! wB97M-V def2-TZVPD RIJCOSX def2/J DEFGRID3
* xyz 0 1
N -1.0277 -0.2561 -0.6098
C -0.1174 0.6265 -0.7940
H 0.9132 2.2581 -1.8274
H -0.7891 2.3783 -1.6660
H -2.6663 -0.8265 -1.3804
O -0.1326 -2.0194 1.0996
N 0.2098 -1.1479 2.0019
H -0.2321 -1.5564 0.2310
H 0.8556 0.6724 2.6882
H -0.0325 1.3689 -2.9676
C 0.0266 1.6932 -1.8423
S 1.3071 0.5176 0.2415
C 0.7074 0.0231 1.7801
O -1.9845 -0.0812 -1.5431
*
```


DFT (wB97M-V/def2-TZVPD) results for a 2-piece molecular cluster, C5H10OS overall.

Properties
- relative energy (zero: lowest compared OMol25 entry of this formula, charge and spin) (eV) = 3.656
- calculated total energy (eV) = -18226.2426
- gap between HOMO and LUMO (eV) = 8.83
- max |F| (eV Å⁻¹) = 4.38

Structure (ORCA input):
```
! wB97M-V def2-TZVPD RIJCOSX def2/J DEFGRID3
* xyz 0 1
H -1.4760 -2.1516 1.7831
S 0.8829 1.1344 -1.3623
H 0.8918 0.5124 2.4821
H 1.4457 -1.0518 1.9905
H -0.1805 -0.4728 -2.7935
H -1.2404 0.5593 -1.0227
H -2.2932 -0.7121 0.7880
C -1.4472 -1.1540 1.3063
H 0.7058 -1.2201 -1.5057
C 0.9795 -0.1971 1.5957
O -1.0569 2.1745 0.0764
C -0.3657 -0.4025 1.0914
C 0.7357 -0.4589 -2.2310
H -0.3082 2.7114 0.3156
H 1.6583 -0.4015 -3.0083
C -0.5746 1.0152 -0.3913
H 1.6428 0.1152 0.8858
*
```


DFT (wB97M-V/def2-TZVPD) results for C9H14F12KN3O9S4 as an isolated structure.

Properties
- relative energy (zero: lowest compared OMol25 entry of this formula, charge and spin) (eV) = 4.983
- calculated total energy (eV) = -124725.8405
- gap between HOMO and LUMO (eV) = 6.13
- max |F| (eV Å⁻¹) = 7.13

Structure (ORCA input):
```
! wB97M-V def2-TZVPD RIJCOSX def2/J DEFGRID3
* xyz 0 1
F -1.0322 2.0421 1.7423
H 1.1446 -3.0827 0.9885
C 0.4624 -3.7433 1.5236
F -0.0115 3.5292 3.0096
C 0.0512 2.8601 1.8143
H 0.6545 -6.4198 2.1684
C 2.8042 -5.0083 1.6171
O 4.0558 0.3371 0.6871
H 1.4506 -6.1529 3.8238
O -5.0927 6.4171 -2.9627
H 3.2991 -5.5548 2.4199
O -3.4587 6.4311 -1.1485
H 2.5129 -4.2426 4.2226
O -0.4053 -3.7763 -0.6829
F -0.4817 4.7474 -5.5062
F -6.5561 4.1602 -1.7803
O -3.6425 5.2675 -5.1538
H -1.3072 -3.4789 -0.5429
O 3.6530 2.2855 -0.8571
S -4.2463 5.6338 -2.1132
H -0.2365 -3.2426 2.1937
F 2.0313 0.2509 -2.6204
H 3.2563 -4.0949 1.2305
N 1.5132 -4.5923 2.3437
S -2.6973 5.2411 -3.9893
S 3.1563 1.0549 -0.2294
H 2.4763 -2.8223 3.1418
C -0.1948 -4.6596 0.4408
F 4.1525 0.0717 -2.6024
F 0.0618 3.7609 0.8266
C 3.0288 -0.1084 -1.8226
O -2.1119 6.5741 -3.6686
F -4.7642 3.4015 -0.6058
H 1.0597 -3.2015 4.0145
C -5.4519 4.4908 -1.0227
F -1.5981 2.9566 -5.0111
C 0.8360 -5.7576 3.0150
H 2.5277 -5.6068 0.7492
N 1.5654 1.0871 0.3427
N -3.2001 4.3686 -2.8488
H 0.3524 -5.5108 0.0357
F -0.2857 3.8740 -3.6154
C 1.9076 -3.6729 3.5175
F -5.8904 5.2592 -0.0326
H -0.0794 -5.3751 3.4664
H -1.1529 -5.0206 0.8149
C -1.1694 4.1231 -4.5776
S 1.6651 1.7964 1.7177
O 2.7652 2.7799 1.8476
O 1.5721 0.9372 2.8857
K -1.9668 0.7759 -1.7330
F 3.0171 -1.3899 -1.4730
*
```


DFT (wB97M-V/def2-TZVPD) results for C43H51P2RhSi2 as an isolated structure.

Properties
- <S²> = 6.014
- relative energy (zero: lowest compared OMol25 entry of this formula, charge and spin) (eV) = 0.278
- calculated total energy (eV) = -82742.4952
- gap between HOMO and LUMO (spin up / spin down) (eV) = 7.76 / 4.82
- max |F| (eV Å⁻¹) = 5.62

Structure (ORCA input):
```
! wB97M-V def2-TZVPD RIJCOSX def2/J DEFGRID3
* xyz 2 5
C -1.1303 2.4853 -3.1212
H -0.0906 -4.5843 -0.9008
H 1.0047 1.5642 5.0139
H 0.6829 -4.2532 3.1966
C 1.0053 3.8052 1.1328
H 5.1656 2.7135 -3.3074
C -0.4348 -2.2839 5.0388
C -3.5056 -3.4249 0.5307
H -1.9331 2.5320 -5.1054
H -2.4287 -1.5987 -2.3296
C 3.9707 1.4091 -2.0613
H -2.0775 6.1437 0.7373
P -0.0316 -1.5979 -0.7607
C -1.8809 -1.4031 -4.4065
C 0.4499 -0.9413 -4.8112
H 4.9999 -4.3110 -0.6787
H 2.6491 -2.2663 4.1400
H 1.7641 -0.9997 -3.0820
H -2.3731 1.4925 5.4594
H -1.8486 -6.2450 -0.4408
H -4.2533 1.9060 -4.3570
C 2.5738 -2.0670 0.1772
H -0.6666 -3.7604 2.1526
C -2.0382 -5.1913 -0.2287
H 3.2873 -4.8913 -2.4006
C -2.1502 2.3264 -4.0510
H -1.8472 4.1508 -0.7187
Si -0.9405 1.0078 3.5183
H 2.5742 0.3276 -0.8024
H -0.1778 -3.3382 5.2372
C -1.8323 0.5864 5.1421
H -4.6461 1.3587 -1.9447
H -0.2126 3.0133 -3.4079
H 1.1018 -3.7339 -2.4126
C -1.0872 4.3615 0.0344
H -1.1493 0.2899 5.9468
C -0.3078 -1.3656 -2.5583
C -2.5691 1.5817 -1.3923
H 4.5332 -2.4825 0.9751
C 3.0909 -4.1148 -1.6577
C 1.8603 -3.4542 -1.6772
C 1.9638 3.3505 -2.2931
H 4.7622 0.6650 -1.9364
H -2.5717 -0.2141 5.0228
H -2.0662 3.1922 3.1856
P 0.1406 1.9095 -0.6851
H 2.3923 -1.2323 0.8646
C 2.1380 -1.3616 3.7744
H 1.1874 4.1130 -2.3805
C -0.6136 -0.5227 2.4241
H -0.3664 6.6240 2.4891
C 0.0000 3.4917 0.2071
H -2.7260 -1.4182 0.4022
C 3.7926 -2.7548 0.2217
H 2.2119 -0.5931 4.5555
H 1.5393 1.3384 -3.6176
H -1.0044 -1.2222 -6.3769
H 1.0061 -3.5047 1.6135
H -4.0191 -5.5325 0.5525
H -1.5307 -2.2202 5.0231
C 1.5841 -2.4429 -0.7444
C -1.0502 -4.2422 -0.5177
C 1.7267 2.1810 -1.5388
Si 0.3698 -1.8390 3.3839
C -3.6427 1.6060 -2.2912
H -1.8507 2.3983 1.6367
H 3.3534 4.4161 -3.5507
H -0.0761 -1.6669 5.8731
H -2.7297 1.2568 -0.3610
C -0.8301 -1.1919 -5.3017
C 4.0489 -3.7797 -0.6968
C -1.2886 1.9880 -1.8223
C -3.2622 -4.7837 0.3175
C 0.8609 4.9189 1.9655
C -1.6181 -1.4528 -3.0387
H 1.8751 3.1503 1.2306
H 0.8681 1.3051 -3.9703
H 1.6186 5.1275 2.7231
H 0.4137 2.9793 4.1295
H -1.5985 -0.9705 2.1238
C -2.5279 -2.4745 0.2164
C 0.6260 1.9051 4.0412
C 2.7451 1.2207 -1.4189
C -3.4291 1.9378 -3.6395
Rh 0.0635 0.1365 0.5142
C 0.3417 -3.4818 2.4870
H -4.4709 -3.0979 0.9198
C -2.1083 2.2141 2.6843
H 1.2163 -0.6377 -5.5302
C -1.2191 5.4813 0.8596
H 1.4316 1.8032 3.3098
C -1.2862 -2.8741 -0.3243
C 0.7369 -1.0916 -3.4524
H -2.9013 -1.5261 -4.7681
C -0.2614 5.7512 1.8406
C 4.1960 2.5532 -2.8313
H 2.6968 -1.0116 2.8992
H -3.1474 1.8598 2.7291
C 3.1885 3.5196 -2.9519
*
```


DFT (wB97M-V/def2-TZVPD) results for C2H5N3O2 as an isolated structure.

Properties
- relative energy (zero: lowest compared OMol25 entry of this formula, charge and spin) (eV) = 4.881
- calculated total energy (eV) = -10716.9296
- gap between HOMO and LUMO (eV) = 9.32
- max |F| (eV Å⁻¹) = 5.51

Structure (ORCA input):
```
! wB97M-V def2-TZVPD RIJCOSX def2/J DEFGRID3
* xyz 0 1
H -2.0690 -0.4073 1.6120
H 0.2730 1.4772 -0.8208
H -0.1327 -1.6628 0.5758
H -0.5488 -0.1420 -1.7840
O -2.1178 0.7469 -0.1107
O 2.1849 -0.6350 0.5973
C -1.6901 -0.1427 0.5855
H 2.3213 1.3243 0.7675
C 1.7661 0.4330 0.2806
N 0.7044 0.6130 -0.5971
N 0.2458 -0.4151 -1.1990
N -0.9372 -1.1895 0.0927
*
```